No. 1
Density functional theory data (the ωB97M-V functional and the def2-TZVPD basis) for an isolated ion of composition C2H7N4S and charge +1 in a non-equilibrium geometry.

CARTESIAN COORDINATES (ANGSTROEM)
S: 1.350 1.576 0.756
N: -3.271 -0.647 -0.555
N: 1.842 0.706 -0.476
N: -0.239 0.667 1.171
N: -1.232 0.303 0.453
C: -2.214 -0.079 -0.090
C: 2.323 -0.578 -0.167
H: 2.005 -1.377 -0.882
H: 1.895 -0.787 0.757
H: -0.635 0.997 2.126
H: 3.334 -0.437 0.098
H: -3.055 -1.395 -1.167
H: 1.954 1.094 -1.352
H: -4.057 -0.042 -0.671

The value obtained for the relative energy (zero: lowest compared OMol25 entry of this formula, charge and spin) is 331.6 kJ/mol. As for the net charge: +1. For the HOMO energy (spin up / spin down), the calculation gives -9.6105 / -13.1330 eV. Its multiplicity is 3. The total energy comes out at -697.11071 Eh.

Here are the Mulliken charges for atoms 1 to 2, given in e:
1. S 0.151
2. N -0.388

***

No. 2
Density functional theory data (the ωB97M-V functional and the def2-TZVPD basis) for one molecule with the formula C2H7N5 in a non-equilibrium geometry.

CARTESIAN COORDINATES (ANGSTROEM)
N: -0.136 -1.127 -0.610
N: 1.551 1.866 0.020
N: -2.054 -1.848 -1.505
N: 0.318 1.141 0.205
N: -1.379 -0.922 -0.756
C: 0.565 -0.286 0.089
C: 0.257 0.388 1.410
H: -3.114 -1.718 -1.634
H: 1.568 -0.629 -0.043
H: -1.469 -2.605 -1.889
H: -0.723 0.580 1.810
H: 1.353 2.864 0.005
H: 1.224 0.450 1.997
H: 2.039 1.848 0.901

The value obtained for the relative energy (zero: lowest compared OMol25 entry of this formula, charge and spin) is 466.2 kJ/mol. As for the SMILES: N/N=N/[C@@H]1CN1N. As for the net charge: 0. For the HOMO energy, the calculation gives -8.6391 eV. Its multiplicity is 1. The total energy comes out at -354.01382 Eh.

Here are the Mulliken charges for atoms 1 to 2, given in e:
1. N -0.276
2. N -0.581

***

No. 3
Density functional theory data (the ωB97M-V functional and the def2-TZVPD basis) for an isolated ion of composition C2H7N6O2 and charge +1 in a non-equilibrium geometry.

CARTESIAN COORDINATES (ANGSTROEM)
O: 1.265 -1.439 -0.745
O: -2.380 3.294 1.585
N: -0.489 -0.476 1.252
N: -0.630 -0.263 -0.035
N: -1.775 2.521 0.970
N: -1.725 1.697 0.156
N: -1.065 0.897 -0.541
N: -0.823 0.401 2.099
C: 2.149 -0.444 -1.264
C: -0.064 -1.246 -0.994
H: -0.698 0.125 3.067
H: -0.573 -2.207 -0.849
H: 2.052 0.502 -0.725
H: -0.290 -0.844 -1.993
H: -0.069 -1.402 1.464
H: 1.965 -0.278 -2.327
H: 3.151 -0.837 -1.120

The value obtained for the relative energy (zero: lowest compared OMol25 entry of this formula, charge and spin) is 496.2 kJ/mol. As for the SMILES: [H]/N=[NH+]/N(COC)/N=N\N=O. As for the net charge: +1. For the HOMO energy (spin up / spin down), the calculation gives -13.1956 / -13.1070 eV. Its multiplicity is 1. The total energy comes out at -558.83835 Eh.

Here are the Mulliken charges for atoms 1 to 2, given in e:
1. O -0.334
2. O -0.455

***

No. 4
Density functional theory data (the ωB97M-V functional and the def2-TZVPD basis) for a 2-piece molecular cluster, C2H7N6O2 overall in a non-equilibrium geometry.

CARTESIAN COORDINATES (ANGSTROEM)
O: -1.770 -1.320 0.452
O: -1.714 0.906 0.288
N: -1.195 -0.279 0.427
N: 0.088 -0.391 0.489
N: -4.098 0.121 -0.382
N: 1.979 0.793 0.496
N: 0.839 0.597 0.609
N: 4.297 0.565 -0.113
C: 2.788 -1.277 -0.410
C: 3.182 -0.115 0.015
H: -3.694 -0.788 -0.164
H: -4.461 0.239 -1.353
H: -3.096 0.709 -0.095
H: -4.717 0.435 0.255
H: 5.229 0.050 -0.147
H: 1.817 -1.700 -0.681
H: 4.526 1.454 0.315

The value obtained for the relative energy (zero: lowest compared OMol25 entry of this formula, charge and spin) is 516.9 kJ/mol. As for the net charge: +1. For the HOMO energy (spin up / spin down), the calculation gives -12.6752 / -12.6784 eV. Its multiplicity is 1. The total energy comes out at -558.83048 Eh.

Here are the Mulliken charges for atoms 1 to 2, given in e:
1. O -0.629
2. O -0.672

***

No. 5
Density functional theory data (the ωB97M-V functional and the def2-TZVPD basis) for a 2-piece molecular cluster, C2H7NO overall in a non-equilibrium geometry.

CARTESIAN COORDINATES (ANGSTROEM)
O: 0.817 0.004 -1.094
N: 0.632 1.340 1.642
C: -0.075 -1.048 -0.959
C: -1.286 -0.995 -1.522
H: 0.177 0.741 2.325
H: 0.341 -1.949 -0.528
H: -2.078 -1.625 -1.154
H: -1.535 -0.114 -2.100
H: 0.662 2.273 2.034
H: 0.787 0.437 -0.228
H: 1.557 0.936 1.584

The value obtained for the relative energy (zero: lowest compared OMol25 entry of this formula, charge and spin) is 120.3 kJ/mol. As for the SMILES: C=CO.N. As for the net charge: 0. For the HOMO energy, the calculation gives -9.2121 eV. Its multiplicity is 1. The total energy comes out at -210.35293 Eh.

Here are the Mulliken charges for atoms 1 to 2, given in e:
1. O -0.509
2. N -0.739

***

No. 6
Density functional theory data (the ωB97M-V functional and the def2-TZVPD basis) for one molecule with the formula C2H7NO in a non-equilibrium geometry.

CARTESIAN COORDINATES (ANGSTROEM)
O: 0.924 1.260 -0.380
N: -0.238 -0.810 -0.255
C: -0.333 0.559 -0.627
C: -0.389 -1.144 1.138
H: 0.311 -0.591 1.791
H: -0.102 -2.185 1.261
H: -1.373 -0.912 1.526
H: -1.094 1.006 0.020
H: 0.670 2.188 -0.272
H: -0.525 0.664 -1.691
H: 0.615 -1.158 -0.671

The value obtained for the relative energy (zero: lowest compared OMol25 entry of this formula, charge and spin) is 75.4 kJ/mol. As for the SMILES: CNCO. As for the net charge: 0. For the HOMO energy, the calculation gives -9.0967 eV. Its multiplicity is 1. The total energy comes out at -210.37003 Eh.

Here are the Mulliken charges for atoms 1 to 2, given in e:
1. O -0.542
2. N -0.360

***

Look up the multiplicity of the fourth one.
1